No. 1
DFT (wB97M-V/def2-TZVPD) results for a structure of composition C44H40CoN6O3PS2.

## Properties
- gap between HOMO and LUMO (spin up / spin down) (eV) = 6.24 / 5.44
- HOMO level (spin up / spin down) (Ha) = -0.485 / -0.485
- charge = +2

Geometry as XYZ:
```
97
C44H40CoN6O3PS2, DFT wB97M-V/def2-TZVPD
Co -1.00 1.46 1.20
C 5.44 3.65 -3.53
C 4.53 2.86 -2.63
C 5.04 1.82 -1.84
C 4.23 1.12 -0.97
C 2.88 1.44 -0.92
C 2.34 2.47 -1.67
C 3.17 3.16 -2.53
S 1.87 0.61 0.27
O 0.46 1.18 0.00
C 1.87 -1.08 -0.29
C 2.77 -1.91 0.44
C 2.84 -3.23 0.16
C 2.03 -3.81 -0.85
C 2.10 -5.19 -1.15
C 1.32 -5.72 -2.14
C 0.44 -4.90 -2.88
C 0.34 -3.56 -2.61
C 1.13 -2.98 -1.58
C 1.06 -1.58 -1.28
C 0.14 -0.71 -2.08
C 0.61 -0.12 -3.28
C 1.92 -0.39 -3.79
C 2.33 0.18 -4.95
C 1.48 1.05 -5.68
C 0.22 1.32 -5.22
C -0.25 0.74 -4.02
C -1.57 0.97 -3.55
C -2.04 0.35 -2.44
C -1.17 -0.51 -1.71
S -1.72 -1.35 -0.25
O -1.62 -0.35 0.92
C -3.44 -1.52 -0.58
C -4.36 -0.69 0.03
C -5.71 -0.88 -0.25
C -6.13 -1.88 -1.12
C -7.60 -2.10 -1.39
C -5.17 -2.70 -1.72
C -3.82 -2.54 -1.44
H 5.99 4.40 -2.94
H 4.88 4.18 -4.30
H 6.18 3.01 -4.00
H 6.09 1.57 -1.90
H 4.64 0.33 -0.35
H 1.29 2.71 -1.59
H 2.76 3.96 -3.14
H 3.39 -1.47 1.21
H 3.53 -3.87 0.71
H 2.78 -5.81 -0.59
H 1.38 -6.78 -2.37
H -0.15 -5.33 -3.68
H -0.32 -2.94 -3.19
H 2.57 -1.06 -3.24
H 3.32 -0.04 -5.34
H 1.82 1.48 -6.61
H -0.44 1.97 -5.79
H -2.22 1.64 -4.11
H -3.06 0.49 -2.11
H -4.04 0.09 0.71
H -6.45 -0.24 0.22
H -8.16 -1.17 -1.32
H -8.02 -2.79 -0.65
H -7.77 -2.54 -2.37
H -5.48 -3.48 -2.40
H -3.08 -3.18 -1.90
N 0.33 5.19 2.90
C -0.46 4.28 2.36
O -0.02 3.14 2.03
C -1.89 4.61 2.22
C -2.44 5.85 2.62
N -2.85 6.86 3.00
C -2.53 3.53 1.70
N -2.64 2.44 1.31
H -0.01 6.11 3.15
H 1.32 5.01 2.96
C -0.60 -1.69 5.33
N -1.09 -0.33 5.59
C -0.02 0.45 6.22
N 1.20 0.48 5.40
C 1.64 -0.89 5.13
N 0.60 -1.70 4.49
C 0.33 -1.29 3.12
P -0.27 0.48 3.12
C -1.62 0.30 4.40
C 1.04 1.27 4.19
H -1.39 -2.28 4.86
H -0.35 -2.15 6.28
H 0.22 -0.01 7.18
H -0.37 1.47 6.39
H 1.91 -1.36 6.07
H 2.53 -0.86 4.49
H -0.45 -1.91 2.68
H 1.23 -1.38 2.51
H -2.43 -0.30 3.97
H -2.03 1.29 4.64
H 0.73 2.28 4.43
H 1.98 1.32 3.64
```

No. 2
DFT (wB97M-V/def2-TZVPD) results for an isolated molecule of C2H5BS2.

## Properties
- gap between HOMO and LUMO (spin up / spin down) (eV) = 6.63 / 6.64
- energy above the lowest of the compared OMol25 structures with the same formula, charge and spin (kJ/mol) = 336.04
- HOMO level (spin up / spin down) (Ha) = -0.285 / -0.285

Geometry as XYZ:
```
10
C2H5BS2, DFT wB97M-V/def2-TZVPD
B -1.16 -1.82 0.27
C 0.99 0.59 0.27
C -0.33 0.90 -0.39
S 1.77 -0.93 -0.29
S -1.76 -0.39 -0.29
H -1.09 -2.86 0.63
H 1.58 1.32 -0.09
H 0.97 0.38 1.32
H -0.83 1.83 -0.02
H -0.15 0.99 -1.42
```

No. 3
DFT (wB97M-V/def2-TZVPD) results for a structure of composition C34H38As2BrN7O4V.

## Properties
- gap between HOMO and LUMO (spin up / spin down) (eV) = 6.66 / 8.15
- energy above the lowest of the compared OMol25 structures with the same formula, charge and spin (kJ/mol) = 114.66
- <S²> = 3.7684
- HOMO level (spin up / spin down) (Ha) = -0.252 / -0.311
- spin multiplicity = 4

Geometry as XYZ:
```
87
C34H38As2BrN7O4V, DFT wB97M-V/def2-TZVPD
V -0.36 -0.32 0.11
O 1.53 0.99 -4.89
C 1.42 -0.38 -4.90
C 1.71 -1.02 -6.10
C 1.62 -2.40 -6.17
C 1.24 -3.14 -5.05
C 0.96 -2.48 -3.86
C 1.04 -1.10 -3.77
C 0.78 -0.39 -2.46
O 0.61 -1.22 -1.40
N -0.41 0.52 -2.67
N -1.29 0.48 -1.62
C -2.48 0.93 -1.77
C -3.51 0.73 -0.75
Br -3.52 -0.95 0.14
C -4.49 1.60 -0.50
C -4.58 2.96 -1.03
C -5.83 3.51 -1.29
C -5.96 4.79 -1.79
C -4.82 5.56 -2.02
C -3.57 5.04 -1.74
C -3.44 3.75 -1.24
H 1.22 1.35 -4.05
H 2.01 -0.43 -6.95
H 1.84 -2.90 -7.10
H 1.16 -4.22 -5.11
H 0.67 -3.03 -2.97
H 1.64 0.29 -2.28
H -0.88 0.34 -3.55
H -2.78 1.42 -2.69
H -5.30 1.29 0.16
H -6.72 2.91 -1.10
H -6.94 5.20 -1.99
H -4.92 6.57 -2.39
H -2.68 5.65 -1.87
H -2.47 3.38 -0.97
C -0.30 -4.07 0.42
As 0.05 -2.51 1.52
C 1.85 -2.94 2.13
C -1.04 -2.87 3.11
C -1.94 -3.94 3.11
C -2.77 -4.16 4.20
C -2.70 -3.32 5.30
C -1.80 -2.26 5.30
C -0.96 -2.02 4.22
As 0.32 -0.53 4.24
C 1.19 -0.98 5.94
C -0.87 0.86 4.92
H -1.33 -4.06 0.07
H -0.09 -5.01 0.94
H 0.36 -3.97 -0.45
H 1.84 -3.81 2.78
H 2.26 -2.08 2.65
H 2.46 -3.15 1.25
H -2.01 -4.60 2.26
H -3.46 -4.98 4.19
H -3.34 -3.48 6.16
H -1.75 -1.61 6.17
H 0.47 -1.17 6.73
H 1.82 -0.14 6.23
H 1.83 -1.85 5.80
H -1.28 0.60 5.90
H -1.69 1.01 4.21
H -0.31 1.79 5.00
O -1.13 1.06 1.23
N -1.71 2.17 1.49
C -0.95 3.23 1.56
C -1.61 4.48 1.84
N -2.13 5.48 2.05
C 0.47 3.26 1.35
N 1.60 3.29 1.16
N 1.83 0.28 0.63
C 2.89 0.22 0.18
N 4.07 0.20 -0.39
C 4.39 -0.81 -1.39
C 5.08 -0.12 -2.56
O 6.19 0.63 -2.11
C 5.79 1.67 -1.23
C 5.15 1.10 0.02
H 3.47 -1.29 -1.71
H 5.06 -1.56 -0.96
H 4.36 0.53 -3.08
H 5.46 -0.86 -3.27
H 5.08 2.34 -1.74
H 6.69 2.24 -0.98
H 4.74 1.89 0.65
H 5.90 0.53 0.59
```

No. 4
DFT (wB97M-V/def2-TZVPD) results for an isolated molecule of C8H8.

## Properties
- gap between HOMO and LUMO (eV) = 9.64
- energy above the lowest of the compared OMol25 structures with the same formula, charge and spin (kJ/mol) = 491.41
- HOMO level (Ha) = -0.313
- SMILES = C=C1[C@H]2C=C[C@@H]1C=C2

Geometry as XYZ:
```
16
C8H8, DFT wB97M-V/def2-TZVPD
C -1.77 0.45 -0.93
C -0.58 0.38 -0.48
C 0.13 1.12 0.64
C 1.54 0.81 0.03
C 1.64 -0.28 -0.64
C 0.34 -0.97 -0.57
C -0.24 -1.31 0.78
C -0.19 -0.26 1.54
H -1.98 -0.23 -1.97
H -2.46 1.30 -0.65
H -0.31 2.07 0.76
H 2.25 1.69 0.26
H 2.40 -0.64 -1.17
H 0.19 -1.60 -1.49
H -0.31 -2.38 1.17
H -0.65 -0.16 2.70
```

No. 5
DFT (wB97M-V/def2-TZVPD) results for a structure of composition CH2N2O3Si.

## Properties
- gap between HOMO and LUMO (eV) = 9.65
- energy above the lowest of the compared OMol25 structures with the same formula, charge and spin (kJ/mol) = 294.38
- HOMO level (Ha) = -0.408

Geometry as XYZ:
```
9
CH2N2O3Si, DFT wB97M-V/def2-TZVPD
C -0.03 1.79 1.69
N -0.28 2.65 2.37
N 0.98 1.44 -0.98
O 2.15 1.54 -1.27
O 0.05 2.00 -1.50
O -1.33 -0.75 -0.09
Si 0.49 0.32 0.60
H -2.02 -0.05 -0.21
H 1.57 -0.55 0.82
```

No. 6
DFT (wB97M-V/def2-TZVPD) results for a structure of composition C7H18B4O6STm.

## Properties
- gap between HOMO and LUMO (spin up / spin down) (eV) = 7.23 / 4.03
- <S²> = 2.0089
- HOMO level (spin up / spin down) (Ha) = -0.723 / -0.723
- charge = +3
- spin multiplicity = 3

Geometry as XYZ:
```
37
C7H18B4O6STm, DFT wB97M-V/def2-TZVPD
C -1.08 -1.16 -3.48
O -0.40 -2.36 -3.25
C -0.46 -2.80 -1.91
C -0.20 -1.70 -0.85
C 0.22 -2.36 0.47
C -0.48 -1.69 1.69
C 0.26 -0.43 2.25
C -0.73 0.76 2.61
B -0.39 2.15 1.96
O -1.38 2.78 1.15
B -0.79 3.16 -0.01
S -1.50 2.60 -1.64
O 0.35 3.91 0.11
B 1.22 3.15 0.84
B 2.70 2.51 0.18
O 2.64 2.01 -1.08
O 3.81 2.53 0.94
O 0.82 2.86 2.10
H -1.99 -1.03 -2.83
H -1.42 -1.15 -4.50
H -0.37 -0.33 -3.38
H -1.43 -3.26 -1.73
H 0.29 -3.55 -1.79
H -1.14 -1.12 -0.71
H 0.66 -1.02 -1.15
H 1.29 -2.31 0.56
H -0.10 -3.38 0.43
H -1.51 -1.48 1.39
H -0.49 -2.45 2.45
H 0.71 -0.73 3.17
H 1.04 -0.08 1.57
H -1.71 0.48 2.24
H -0.75 0.86 3.69
H -2.33 1.54 -1.26
H 2.37 1.08 -0.98
H 3.84 1.67 1.43
Tm -1.58 0.30 -0.65
```

| no. | F_max (eV/Å) | energy (hartree) |
| --- | --- | --- |
| 1 | 1.800 | -4774.90517 |
| 2 | 4.624 | -900.32095 |
| 3 | 1.091 | -9992.09056 |
| 4 | 7.278 | -309.42663 |
| 5 | 6.236 | -663.88643 |
| 6 | 8.844 | -2310.61008 |